Entry 1:
A structure of composition C40H37HfIN4O2P2 at a distorted geometry. Source: the OMol25 dataset; level of theory: ωB97M-V/def2-TZVPD.

The net charge is +2. The value obtained for the gap between HOMO and LUMO is 6.99 eV. As for the HOMO energy: -12.9 eV. The calculation puts the molecular weight at 973.10 g/mol.

Positions of all 87 atoms, in Å:
Hf 0.66 -1.27 0.25
C -1.23 -4.64 -1.51
C -0.08 -3.93 -0.90
O -0.42 -2.86 -0.17
C 1.22 -4.34 -1.02
C 2.35 -3.82 -0.31
C 3.53 -4.71 -0.11
N 2.33 -2.61 0.21
N 3.37 -2.32 1.13
C 2.91 -1.53 2.05
O 1.65 -1.09 1.98
C 3.71 -1.12 3.21
C 5.06 -1.47 3.29
C 5.80 -1.09 4.39
C 5.20 -0.36 5.41
C 3.86 -0.02 5.34
C 3.11 -0.39 4.23
H -1.86 -3.92 -2.03
H -1.84 -5.08 -0.72
H -0.91 -5.41 -2.20
H 1.38 -5.26 -1.57
H 3.56 -5.48 -0.88
H 3.44 -5.20 0.86
H 4.46 -4.14 -0.09
H 5.51 -2.04 2.49
H 6.85 -1.36 4.45
H 5.79 -0.07 6.27
H 3.40 0.54 6.14
H 2.07 -0.13 4.16
C -1.68 2.32 -0.53
P -0.31 1.24 -0.05
C 1.27 2.10 -0.21
C 1.38 3.47 -0.42
C 2.63 4.06 -0.55
C 3.78 3.29 -0.47
C 3.69 1.92 -0.28
C 2.44 1.34 -0.16
C -0.55 0.92 1.73
C -0.15 1.82 2.72
C -0.41 1.52 4.05
C -1.03 0.32 4.40
C -1.40 -0.59 3.43
C -1.16 -0.28 2.09
P -3.38 1.66 -0.12
C -4.34 3.02 -0.89
C -4.18 4.31 -0.37
C -4.93 5.36 -0.87
C -5.87 5.13 -1.87
C -6.05 3.85 -2.37
C -5.29 2.80 -1.88
C -3.50 0.33 -1.36
C -3.32 0.54 -2.74
C -3.47 -0.50 -3.64
C -3.80 -1.77 -3.18
C -3.98 -1.99 -1.82
C -3.84 -0.94 -0.92
H -1.58 2.56 -1.59
H -1.54 3.24 0.05
H 0.49 4.09 -0.49
H 2.70 5.13 -0.71
H 4.75 3.76 -0.57
H 4.58 1.31 -0.22
H 2.45 0.25 -0.01
H 0.35 2.74 2.46
H -0.12 2.22 4.82
H -1.22 0.10 5.44
H -1.88 -1.52 3.70
H -1.55 -0.99 1.34
H -3.49 4.50 0.44
H -4.80 6.35 -0.46
H -6.46 5.95 -2.26
H -6.78 3.67 -3.14
H -5.45 1.81 -2.28
H -3.11 1.54 -3.11
H -3.35 -0.32 -4.70
H -3.94 -2.58 -3.89
H -4.27 -2.97 -1.47
H -4.01 -1.11 0.13
I -0.08 -0.27 -6.03
C 0.73 -0.81 -4.23
C 1.93 -1.48 -4.03
N 2.08 -1.63 -2.71
N 1.06 -1.08 -2.03
C 0.23 -0.58 -2.96
H 2.66 -1.85 -4.72
H 2.85 -2.05 -2.21
H -0.69 -0.11 -2.66

Entry 2:
A structure of composition C40H37N3O6PRb. Source: the OMol25 dataset; level of theory: ωB97M-V/def2-TZVPD.

The net charge is -2. The value obtained for the gap between HOMO and LUMO is 4.62 eV. As for the HOMO energy: -0.7 eV. The calculation puts the molecular weight at 772.19 g/mol.

Positions of all 88 atoms, in Å:
Rb -0.48 0.79 1.24
C -2.89 -1.73 1.15
C -3.62 -1.16 2.38
O -3.75 -1.99 3.33
C -4.08 0.14 2.33
C -4.07 1.07 1.17
C -5.28 1.13 0.26
N -3.07 1.84 0.96
N -3.21 2.75 -0.11
C -2.24 2.71 -0.97
O -1.26 1.91 -1.08
C -2.30 3.82 -2.01
C -1.39 3.82 -3.05
C -1.40 4.82 -4.02
C -2.33 5.84 -3.95
C -3.25 5.86 -2.91
C -3.24 4.85 -1.95
H -1.99 -2.26 1.48
H -2.63 -0.99 0.39
H -3.56 -2.46 0.69
H -4.69 0.46 3.18
H -6.07 0.50 0.66
H -5.02 0.77 -0.74
H -5.62 2.16 0.12
H -0.67 3.01 -3.08
H -0.67 4.80 -4.83
H -2.34 6.63 -4.70
H -3.98 6.65 -2.84
H -3.94 4.84 -1.13
O 2.96 -0.96 1.46
N 2.37 -1.86 0.60
C 3.13 -2.84 0.31
C 2.66 -3.92 -0.58
C 3.49 -5.04 -0.64
C 3.15 -6.16 -1.39
C 1.96 -6.15 -2.09
C 1.13 -5.03 -2.04
C 1.46 -3.90 -1.30
P 0.31 -2.44 -1.26
C -0.98 -2.95 -2.46
C -2.11 -3.53 -1.89
C -3.18 -3.92 -2.69
C -3.14 -3.72 -4.06
C -2.02 -3.12 -4.63
C -0.95 -2.74 -3.84
C 1.31 -1.26 -2.24
C 1.17 0.09 -1.92
C 1.88 1.06 -2.61
C 2.74 0.69 -3.63
C 2.91 -0.65 -3.95
C 2.19 -1.62 -3.25
H 2.20 -0.40 1.72
H 4.12 -2.92 0.75
H 4.41 -5.02 -0.08
H 3.81 -7.01 -1.42
H 1.66 -7.01 -2.68
H 0.21 -5.04 -2.61
H -2.18 -3.64 -0.82
H -4.06 -4.36 -2.23
H -3.98 -4.00 -4.68
H -1.99 -2.93 -5.70
H -0.09 -2.26 -4.29
H 0.52 0.41 -1.12
H 1.74 2.10 -2.33
H 3.29 1.45 -4.17
H 3.59 -0.95 -4.73
H 2.33 -2.67 -3.50
C 1.00 1.00 8.16
O 1.98 1.89 7.67
C 2.15 1.92 6.30
C 3.09 2.88 5.85
C 3.30 2.97 4.50
C 2.63 2.19 3.55
C 2.86 2.42 2.13
C 4.04 3.28 1.70
O 2.14 1.98 1.24
C 1.69 1.18 4.01
O 1.09 0.39 3.25
C 1.48 1.11 5.44
H 0.98 1.14 9.24
H 1.25 -0.04 7.94
H 0.02 1.23 7.74
H 3.60 3.51 6.57
H 4.01 3.72 4.15
H 4.95 3.05 2.25
H 3.81 4.34 1.87
H 4.18 3.13 0.64
H 0.77 0.36 5.76